{"formula": "C37H47HfN9P2", "method": "the ωB97M-V functional and the def2-TZVPD basis", "spin_multiplicity": 1, "lumo_ev": -12.310, "gap_ev": 6.7, "homo_energy_ev": -19.015, "charge": 4, "species": ["Hf", "C", "N", "C", "C", "N", "C", "P", "C", "N", "C", "C", "N", "C", "C", "N", "C", "C", "N", "C", "H", "H", "H", "H", "H", "H", "H", "H", "H", "H", "H", "H", "H", "H", "H", "C", "C", "C", "C", "C", "C", "N", "N", "C", "C", "C", "C", "C", "N", "H", "H", "H", "H", "H", "H", "H", "H", "H", "C", "C", "C", "C", "P", "C", "C", "C", "C", "C", "C", "C", "C", "C", "C", "H", "H", "H", "H", "H", "H", "H", "H", "H", "H", "H", "H", "H", "H", "H", "H", "H", "H", "H", "H", "H", "H", "H"], "xyz": [[0.158, -0.107, -0.229], [1.468, -1.714, 5.138], [0.626, -1.455, 3.971], [-0.696, -1.790, 3.908], [-1.139, -1.405, 2.683], [-0.101, -0.825, 1.990], [0.970, -0.872, 2.808], [2.571, -0.003, 2.630], [1.817, 1.575, 2.112], [1.018, 1.729, 1.045], [0.812, 3.081, 0.918], [1.475, 3.731, 1.913], [2.101, 2.771, 2.655], [2.945, 3.056, 3.815], [3.119, -0.432, 0.928], [2.487, -0.167, -0.232], [3.416, -0.326, -1.230], [4.605, -0.688, -0.675], [4.406, -0.750, 0.674], [5.451, -1.124, 1.623], [1.291, -2.728, 5.489], [1.219, -1.026, 5.945], [2.518, -1.605, 4.885], [-1.214, -2.265, 4.725], [-2.127, -1.524, 2.282], [0.239, 3.511, 0.119], [1.542, 4.783, 2.138], [2.406, 3.702, 4.504], [3.852, 3.567, 3.497], [3.215, 2.139, 4.330], [3.199, -0.143, -2.269], [5.559, -0.898, -1.131], [5.735, -2.166, 1.480], [5.114, -0.988, 2.645], [6.336, -0.510, 1.463], [1.306, -5.391, 2.651], [0.042, -4.884, 2.375], [-0.115, -3.868, 1.450], [1.002, -3.381, 0.765], [2.275, -3.900, 1.036], [2.425, -4.884, 1.990], [0.786, -2.474, -0.305], [1.492, -2.750, -1.304], [1.300, -2.069, -2.486], [1.841, -2.696, -3.601], [1.547, -2.200, -4.864], [0.706, -1.103, -4.944], [0.233, -0.515, -3.777], [0.534, -0.948, -2.547], [1.420, -6.199, 3.361], [-0.826, -5.307, 2.864], [-1.104, -3.524, 1.176], [3.126, -3.522, 0.483], [3.405, -5.283, 2.213], [2.447, -3.579, -3.447], [1.940, -2.666, -5.758], [0.415, -0.688, -5.899], [-0.428, 0.334, -3.856], [-3.884, 2.492, 1.095], [-3.130, 2.866, -0.183], [-4.089, 3.342, -1.275], [-2.150, 4.002, 0.104], [-2.174, 1.307, -0.782], [-1.481, 1.835, -2.386], [-0.115, 2.160, -2.380], [0.499, 2.739, -3.478], [-0.249, 2.994, -4.620], [-1.595, 2.646, -4.659], [-2.211, 2.075, -3.551], [-3.344, -0.182, -0.960], [-2.509, -1.264, -1.652], [-4.635, 0.017, -1.750], [-3.676, -0.639, 0.480], [-4.331, 3.397, 1.512], [-3.218, 2.077, 1.855], [-4.696, 1.792, 0.904], [-4.771, 4.056, -0.809], [-4.704, 2.560, -1.711], [-3.570, 3.875, -2.071], [-2.729, 4.924, 0.176], [-1.438, 4.153, -0.713], [-1.631, 3.875, 1.052], [0.487, 1.983, -1.485], [1.549, 3.004, -3.444], [0.215, 3.464, -5.477], [-2.179, 2.841, -5.549], [-3.260, 1.826, -3.605], [-2.240, -0.987, -2.672], [-3.075, -2.195, -1.706], [-1.583, -1.500, -1.083], [-4.464, 0.382, -2.761], [-5.326, 0.681, -1.236], [-5.139, -0.948, -1.841], [-3.043, -0.149, 1.225], [-3.571, -1.723, 0.569], [-4.706, -0.411, 0.748]]}